Below is a structure of composition C12H22F6NPPdS4Si2, with properties calculated with the ωB97M-V functional and the def2-TZVPD basis.

Calculated values
**Relative energy (zero: lowest compared OMol25 entry of this formula, charge and spin)**: 49.80 kJ/mol
**2S+1**: 2
**Total charge**: -1
**Maximum force**: 1.56 eV Å⁻¹
**⟨S²⟩**: 0.7568
**LUMO level (spin up / spin down)**: 2.25 / 1.03 eV

CARTESIAN COORDINATES (ANGSTROEM)
Pd  0.2727  0.2747  1.6164
S  0.1866  -0.1658  4.2925
S  1.9409  -0.8915  4.6581
S  3.1851  -0.4381  2.9960
S  2.3238  1.1491  2.1070
C  2.8478  -2.2337  -0.0647
Si  2.0884  -0.8242  -1.0592
C  3.2180  0.6697  -1.2542
C  1.9513  -1.5639  -2.8066
C  0.4189  -0.3537  -0.3447
C  -0.5462  -1.4645  -0.1203
C  -1.0733  -2.3581  -1.0522
C  -2.0623  -3.2330  -0.6456
C  -2.5208  -3.1969  0.6666
C  -1.9556  -2.2764  1.5314
N  -0.9855  -1.4592  1.1467
Si  -0.5211  1.0771  -1.1976
C  -2.3158  1.0385  -0.6378
C  -0.5890  0.8511  -3.0832
C  0.3024  2.7381  -0.8991
H  3.8916  -2.3946  -0.3470
H  2.3022  -3.1552  -0.2873
H  2.8054  -2.0717  1.0112
H  4.2618  0.3727  -1.1259
H  3.0086  1.4518  -0.5291
H  3.1136  1.0878  -2.2587
H  2.9735  -1.7771  -3.1364
H  1.5006  -0.8992  -3.5436
H  1.4116  -2.5121  -2.8218
H  -0.7277  -2.3346  -2.0759
H  -2.4913  -3.9308  -1.3547
H  -3.3067  -3.8537  1.0111
H  -2.2774  -2.1888  2.5627
H  -2.8537  0.2350  -1.1504
H  -2.7968  1.9856  -0.8903
H  -2.4333  0.9082  0.4388
H  -0.9817  -0.1233  -3.3821
H  0.3839  0.9911  -3.5577
H  -1.2615  1.6137  -3.4865
H  0.5965  2.8721  0.1427
H  -0.4135  3.5304  -1.1294
H  1.1781  2.8715  -1.5376
F  -0.4279  2.6568  3.3658
P  -2.0109  2.8722  3.0935
F  -3.5883  3.0443  2.7956
F  -2.3262  2.5369  4.6421
F  -1.6861  3.1673  1.5327
F  -2.1381  1.2625  2.7359
F  -1.8724  4.4418  3.4329

Below is a cluster of 2 separate species, C12H22N3O4P in total, with properties calculated with the ωB97M-V functional and the def2-TZVPD basis.

Calculated values
**Total charge**: -2
**Maximum force**: 1.52 eV Å⁻¹
**LUMO level**: 3.68 eV

CARTESIAN COORDINATES (ANGSTROEM)
C  1.3095  -2.5077  0.1115
C  0.2942  -2.2956  0.9393
C  -0.3633  -0.9397  0.8598
C  -1.8906  -0.9659  0.5565
C  -2.3279  -0.6029  -0.9088
C  -1.2318  -0.5170  -2.0088
C  -1.1222  0.8550  -2.6553
N  -0.9296  1.9640  -1.7104
C  -2.3921  0.1099  1.4669
N  -1.4442  0.5210  2.3741
C  -0.2659  -0.2987  2.2726
N  0.9550  0.3122  2.7827
C  1.3053  1.4796  2.4317
C  0.9967  2.1326  1.1035
C  2.1736  2.2747  3.3808
H  1.4010  -1.8233  -0.7304
H  2.0091  -3.3287  0.2081
H  -0.0811  -3.0363  1.6458
H  0.2427  -0.4278  0.1173
H  -2.2669  -1.9790  0.7639
H  -3.0338  -1.3775  -1.2309
H  -2.9124  0.3231  -0.8775
H  -1.5081  -1.2066  -2.8102
H  -0.2442  -0.8481  -1.6949
H  -1.9770  1.0498  -3.3174
H  -0.2414  0.8097  -3.3015
H  0.0363  2.2538  -1.6820
H  -1.2549  1.7270  -0.7811
H  -3.3466  0.6092  1.3911
H  -1.5847  1.2634  3.0330
H  -0.4177  -1.1571  2.9506
H  1.0624  1.3917  0.3090
H  -0.0361  2.4954  1.0879
H  1.6855  2.9497  0.8928
H  1.9046  2.0584  4.4119
H  2.0813  3.3403  3.1608
H  3.2290  2.0299  3.2225
O  2.2345  -1.1498  -4.9823
P  2.0471  -1.7264  -3.5703
O  0.9258  -2.7954  -3.6088
O  1.6318  -0.6000  -2.5691
O  3.3469  -2.3668  -3.0343

Below is a structure of composition C12H22N3O5PSr, with properties calculated with the ωB97M-V functional and the def2-TZVPD basis.

Calculated values
**Relative energy (zero: lowest compared OMol25 entry of this formula, charge and spin)**: 6.00 kJ/mol
**Total charge**: +2
**Maximum force**: 5.62 eV Å⁻¹
**LUMO level**: -7.53 eV

CARTESIAN COORDINATES (ANGSTROEM)
Sr  -0.1603  -0.5690  0.0360
C  -0.1601  1.5581  1.6855
O  -0.1464  2.5136  2.3385
C  -0.0684  2.1833  -0.7608
O  0.0761  3.3234  -0.8264
C  -2.8209  0.4075  -0.0209
O  -3.9289  0.7198  0.0278
C  2.3470  0.6383  -0.2107
O  3.4464  0.8387  0.0563
C  0.0021  -2.0946  -2.4255
H  0.9279  -2.6553  -2.2298
H  -0.9189  -2.6906  -2.3349
C  0.0015  -0.8050  -2.8340
H  -0.9246  -0.2807  -3.1138
H  0.9284  -0.2314  -2.9847
C  -2.1207  -1.4128  3.8699
N  -1.2568  -2.3129  3.1017
C  -1.9508  -3.1657  2.1258
P  0.4075  -2.2558  3.1258
O  0.9010  -1.8776  1.7343
N  0.8609  -1.1036  4.2148
C  2.0528  -0.2622  3.9623
C  0.5350  -1.2034  5.6449
N  0.9761  -3.7400  3.5966
C  2.1640  -3.8444  4.4471
C  0.8634  -4.8454  2.6369
H  -3.0545  -1.2698  3.3107
H  -1.6384  -0.4306  3.9940
H  -2.3681  -1.8272  4.8661
H  -2.8357  -2.6340  1.7432
H  -1.3200  -3.4032  1.2526
H  -2.2880  -4.1233  2.5651
H  1.8731  0.7383  4.3874
H  2.9579  -0.6930  4.4372
H  2.2316  -0.1489  2.8857
H  0.4298  -0.1836  6.0428
H  -0.4159  -1.7194  5.8089
H  1.3311  -1.7060  6.2178
H  2.0319  -3.2884  5.3825
H  2.3063  -4.9011  4.7027
H  3.0734  -3.4852  3.9330
H  1.3230  -5.7332  3.0844
H  -0.1853  -5.0904  2.4177
H  1.3909  -4.6223  1.6944

Below is a cluster of 3 separate species, C12H22N5O5 in total, with properties calculated with the ωB97M-V functional and the def2-TZVPD basis.

Calculated values
**Total charge**: +1
**Maximum force**: 0.56 eV Å⁻¹
**LUMO level**: -4.49 eV

CARTESIAN COORDINATES (ANGSTROEM)
C  2.9165  -3.2279  2.1792
C  2.2225  -3.6216  0.8831
O  1.7567  -2.4932  0.0819
C  0.6747  -1.8682  0.5053
C  -0.6084  -2.2993  0.2249
C  -1.7006  -1.5623  0.6707
C  -3.0900  -2.0456  0.3566
O  -3.1755  -3.4588  0.4092
C  -2.7121  -4.0701  1.5559
C  -3.2372  -3.5499  2.8649
O  -1.9684  -4.9987  1.4618
C  -1.4837  -0.3787  1.3924
C  -0.1998  0.0283  1.6321
N  0.8393  -0.7139  1.1892
H  3.9422  -3.5864  2.1799
H  2.4172  -3.6546  3.0449
H  2.9729  -2.1501  2.3227
H  2.9021  -4.1450  0.2208
H  1.3742  -4.2819  1.0616
H  -0.7367  -3.2207  -0.3247
H  -3.3089  -1.7805  -0.6787
H  -3.8359  -1.5473  0.9759
H  -3.8644  -2.6690  2.7780
H  -3.8416  -4.3467  3.2949
H  -2.3942  -3.3622  3.5253
H  -2.3005  0.2223  1.7617
H  0.0308  0.9422  2.1589
H  1.7828  -0.3829  1.3553
C  -0.4475  2.8619  -1.7012
O  0.0884  3.5129  -0.8147
N  -0.6454  1.5141  -1.5314
N  -0.8562  3.3953  -2.8764
H  -1.0742  0.9086  -2.2053
H  -0.3139  1.1507  -0.6618
H  -0.6680  4.3704  -3.0290
H  -1.2675  2.8583  -3.6157
C  2.6434  5.4831  -2.9396
O  3.0377  4.3578  -3.1969
N  3.1532  6.5932  -3.5570
N  1.6553  5.7117  -2.0213
H  2.8490  7.5264  -3.3570
H  3.8786  6.4494  -4.2337
H  1.2831  4.9031  -1.5441
H  1.3099  6.6258  -1.7984

Below is the ion C12H22NS with charge +1, with properties calculated with the ωB97M-V functional and the def2-TZVPD basis.

Calculated values
**Relative energy (zero: lowest compared OMol25 entry of this formula, charge and spin)**: 30.59 kJ/mol
**Total charge**: +1
**Maximum force**: 4.38 eV Å⁻¹
**LUMO level (spin up / spin down)**: -4.95 / -4.95 eV

CARTESIAN COORDINATES (ANGSTROEM)
C  0.0395  -1.3094  0.1381
C  0.8116  -0.2832  0.6304
C  -2.1657  0.6418  -1.6879
C  -2.5769  -0.7921  -1.3582
C  -0.9669  1.3094  -0.9001
C  -1.5494  -1.9209  -1.7516
C  0.4651  1.2563  -1.5183
C  0.6143  1.9578  -2.7616
C  2.7563  -0.1976  1.8892
C  0.7930  -1.3872  2.9104
C  0.7363  1.2166  2.6880
C  1.2837  -0.0979  2.0893
N  -0.2696  -1.5361  -1.2019
S  1.7695  0.5705  -0.6485
H  -0.5943  -1.7689  0.7563
H  -2.0426  0.7082  -2.7497
H  -3.0271  1.1779  -1.4485
H  -2.6962  -0.7946  -0.2811
H  -3.4953  -0.9122  -1.8330
H  -1.0849  2.4112  -0.9038
H  -0.9158  1.0148  0.1254
H  -2.1050  -2.8618  -1.4096
H  -1.4719  -2.2418  -2.8168
H  1.0225  1.3732  -3.4977
H  1.3726  2.6925  -2.6377
H  -0.2974  2.3083  -3.2008
H  3.1263  0.7339  1.3590
H  3.2988  -0.2456  2.9022
H  2.9435  -1.0857  1.3150
H  -0.2718  -1.7106  2.7784
H  0.9152  -1.1955  3.9763
H  1.3738  -2.2675  2.4600
H  1.0099  1.3326  3.6892
H  -0.4003  1.3265  2.5193
H  1.1391  2.0519  2.2036
H  0.4602  -1.4747  -1.8231

Below is a structure of composition C12H23AuCl2N4O2PSTe, with properties calculated with the ωB97M-V functional and the def2-TZVPD basis.

Calculated values
**Relative energy (zero: lowest compared OMol25 entry of this formula, charge and spin)**: 184.09 kJ/mol
**Total charge**: +1
**Maximum force**: 1.37 eV Å⁻¹
**LUMO level (spin up / spin down)**: -6.56 / -6.56 eV

CARTESIAN COORDINATES (ANGSTROEM)
Au  -1.8520  1.5797  0.2060
C  2.7223  -0.9368  1.7967
N  1.4924  -0.1922  1.5594
C  0.3959  -0.5446  2.4534
P  1.1888  0.6386  0.1633
O  0.1830  1.7278  0.4528
N  0.6021  -0.3829  -1.0170
C  0.2603  0.2668  -2.2844
C  1.0656  -1.7545  -1.1678
N  2.5498  1.3666  -0.3943
C  3.6079  0.6339  -1.0750
C  2.8642  2.7599  -0.0923
H  3.0808  -0.7301  2.8066
H  3.4941  -0.6313  1.0959
H  2.5670  -2.0170  1.7064
H  0.7583  -0.5397  3.4821
H  -0.0084  -1.5361  2.2396
H  -0.4039  0.1867  2.3728
H  -0.0031  1.3095  -2.1149
H  -0.5968  -0.2425  -2.7306
H  1.0904  0.2323  -2.9972
H  1.3483  -2.1578  -0.1982
H  1.9158  -1.8344  -1.8529
H  0.2581  -2.3664  -1.5774
H  3.3205  -0.4030  -1.2348
H  4.5328  0.6513  -0.4915
H  3.8166  1.0883  -2.0468
H  2.0066  3.2379  0.3721
H  3.0993  3.2857  -1.0200
H  3.7230  2.8360  0.5796
O  -5.8689  2.4493  0.4185
C  -4.8228  1.9683  0.2248
N  -3.7820  1.4046  -0.0145
Cl  -0.6923  4.4017  0.0348
C  -1.6506  5.8889  0.2588
Cl  -3.2733  5.6976  -0.4056
H  -1.1414  6.6897  -0.2623
H  -1.7226  6.0797  1.3219
Te  -3.0833  -1.1642  -0.5092
C  -2.7463  -3.2081  -0.2133
C  -3.7572  -4.1546  -0.2012
C  -3.3003  -5.4633  0.0164
C  -1.9447  -5.5201  0.1902
S  -1.2187  -3.9820  0.0809
H  -4.7972  -3.9003  -0.3555
H  -3.9461  -6.3276  0.0593
H  -1.3321  -6.3910  0.3646

Below is a cluster of 2 separate species, C12H23BClNO4PS in total, with properties calculated with the ωB97M-V functional and the def2-TZVPD basis.

Calculated values
**Total charge**: +1
**Maximum force**: 1.24 eV Å⁻¹
**LUMO level**: -2.82 eV

CARTESIAN COORDINATES (ANGSTROEM)
C  3.5752  -0.0258  -2.0098
C  2.5242  -0.2390  -2.5394
C  1.2402  -0.3607  -3.2225
Cl  1.4573  -1.4324  -4.6150
N  0.9375  1.0562  -3.7418
C  0.0008  1.6977  -2.7185
C  -0.2627  0.6651  -1.6200
S  0.6840  0.8898  -0.0854
B  -1.7871  0.7201  -1.0354
O  -2.7033  -0.1744  -1.5374
O  -2.0856  1.7108  -0.1557
C  -0.0229  -0.6474  -2.3958
P  -0.2962  -2.2394  -1.4821
C  -0.9185  -3.3839  -2.7567
C  1.3159  -2.9068  -0.9057
H  4.5275  0.1298  -1.5661
H  1.8050  1.5680  -3.9078
H  0.4392  1.0084  -4.6309
H  0.3307  2.6828  -2.4033
H  -0.9419  1.8337  -3.2525
H  1.5134  -0.1518  -0.0877
H  -2.7703  -0.9990  -1.0409
H  -2.2759  1.4546  0.7691
H  -0.8219  -0.6598  -3.1511
H  -2.0040  -3.2979  -2.7829
H  -0.6739  -4.3959  -2.4304
H  -0.5280  -3.2465  -3.7642
H  2.1413  -2.2142  -1.0284
H  1.1956  -3.1326  0.1524
H  1.5558  -3.8360  -1.4232
O  -2.5485  1.2051  2.4638
C  -1.6904  1.4064  3.2925
O  -0.6320  0.5840  3.2912
C  0.5772  0.8235  4.0215
C  0.5750  0.3240  5.4488
C  -1.7912  2.5066  4.3137
H  0.8417  1.8807  3.9631
H  1.3250  0.2778  3.4466
H  -0.1667  0.8431  6.0566
H  1.5550  0.4781  5.8989
H  0.3415  -0.7401  5.4748
H  -2.4026  2.1470  5.1417
H  -2.3005  3.3482  3.8522
H  -0.8347  2.8418  4.7040

Below is a cluster of 3 separate species, C12H23BFNO13S2 in total, with properties calculated with the ωB97M-V functional and the def2-TZVPD basis.

Calculated values
**Maximum force**: 9.23 eV Å⁻¹
**LUMO level**: 0.45 eV

CARTESIAN COORDINATES (ANGSTROEM)
C  3.6615  -2.1400  0.5425
C  2.4208  -1.1291  0.0570
F  2.9134  -0.5272  -1.2346
C  2.2139  -0.0119  1.2536
O  2.3287  1.4373  0.8826
C  1.8092  2.0889  2.1183
O  1.9555  3.3849  2.4328
O  1.0977  1.1078  3.0037
C  0.7144  0.0719  1.9898
C  0.5169  -1.3504  2.7795
C  -1.0201  -1.6860  3.2403
C  -1.7535  -2.8370  2.2730
O  -1.5647  -2.5880  0.8355
B  -0.4911  0.6808  1.0524
N  -1.5442  1.6935  1.5246
O  -0.5847  0.2088  -0.3556
H  3.3713  -3.2840  0.3877
H  3.9060  -2.0120  1.7023
H  4.6543  -1.9020  -0.0497
H  1.4534  -1.8022  -0.1236
H  2.9317  -0.0584  2.2019
H  1.1699  -1.2704  3.7757
H  0.9787  -2.2731  2.1913
H  -0.9374  -2.2134  4.3077
H  -1.7082  -0.7517  3.4022
H  -2.9109  -2.7910  2.5419
H  -1.3330  -3.9176  2.4930
H  -0.6066  -2.7171  0.5654
H  -2.3974  1.1125  1.7816
H  -1.2567  2.1255  2.4507
H  -1.0497  0.8826  -0.9365
O  -1.4608  3.4632  -1.6465
S  -0.4105  4.3153  -2.1582
O  -0.4612  4.9290  -3.4647
O  1.0054  3.5202  -2.0127
C  1.8986  4.2836  -1.2036
C  1.0079  5.0915  -0.2635
O  -0.1146  5.4779  -1.0531
H  2.4763  4.9411  -1.8612
H  2.5801  3.6233  -0.6607
H  1.5167  5.9703  0.1396
H  0.6425  4.4720  0.5624
O  -1.0730  -0.8617  -1.9473
S  -1.2952  -2.2367  -2.3360
O  -0.4350  -3.3206  -1.9218
O  -1.4501  -2.2878  -3.9582
C  -2.7206  -2.8409  -4.2974
C  -3.6417  -2.4921  -3.1313
O  -2.8342  -2.6284  -1.9642
H  -2.6045  -3.9249  -4.3973
H  -3.0771  -2.4252  -5.2436
H  -4.5123  -3.1501  -3.0769
H  -3.9760  -1.4510  -3.1909

Number 1 is which compound?
C12H22F6NPPdS4Si2

What did the sixth record say?
Below is a structure of composition C12H23AuCl2N4O2PSTe, with properties calculated with the ωB97M-V functional and the def2-TZVPD basis.

Calculated values
**Relative energy (zero: lowest compared OMol25 entry of this formula, charge and spin)**: 184.09 kJ/mol
**Total charge**: +1
**Maximum force**: 1.37 eV Å⁻¹
**LUMO level (spin up / spin down)**: -6.56 / -6.56 eV

CARTESIAN COORDINATES (ANGSTROEM)
Au  -1.8520  1.5797  0.2060
C  2.7223  -0.9368  1.7967
N  1.4924  -0.1922  1.5594
C  0.3959  -0.5446  2.4534
P  1.1888  0.6386  0.1633
O  0.1830  1.7278  0.4528
N  0.6021  -0.3829  -1.0170
C  0.2603  0.2668  -2.2844
C  1.0656  -1.7545  -1.1678
N  2.5498  1.3666  -0.3943
C  3.6079  0.6339  -1.0750
C  2.8642  2.7599  -0.0923
H  3.0808  -0.7301  2.8066
H  3.4941  -0.6313  1.0959
H  2.5670  -2.0170  1.7064
H  0.7583  -0.5397  3.4821
H  -0.0084  -1.5361  2.2396
H  -0.4039  0.1867  2.3728
H  -0.0031  1.3095  -2.1149
H  -0.5968  -0.2425  -2.7306
H  1.0904  0.2323  -2.9972
H  1.3483  -2.1578  -0.1982
H  1.9158  -1.8344  -1.8529
H  0.2581  -2.3664  -1.5774
H  3.3205  -0.4030  -1.2348
H  4.5328  0.6513  -0.4915
H  3.8166  1.0883  -2.0468
H  2.0066  3.2379  0.3721
H  3.0993  3.2857  -1.0200
H  3.7230  2.8360  0.5796
O  -5.8689  2.4493  0.4185
C  -4.8228  1.9683  0.2248
N  -3.7820  1.4046  -0.0145
Cl  -0.6923  4.4017  0.0348
C  -1.6506  5.8889  0.2588
Cl  -3.2733  5.6976  -0.4056
H  -1.1414  6.6897  -0.2623
H  -1.7226  6.0797  1.3219
Te  -3.0833  -1.1642  -0.5092
C  -2.7463  -3.2081  -0.2133
C  -3.7572  -4.1546  -0.2012
C  -3.3003  -5.4633  0.0164
C  -1.9447  -5.5201  0.1902
S  -1.2187  -3.9820  0.0809
H  -4.7972  -3.9003  -0.3555
H  -3.9461  -6.3276  0.0593
H  -1.3321  -6.3910  0.3646

What is the formula in the third record?
C12H22N3O5PSr

Number 5 is which compound?
C12H22NS